# 1
Below is a 13-piece molecular cluster, C57H72F6O7 overall, with properties calculated with wB97M-V/def2-TZVPD.

```
142
Properties=species:S:1:pos:R:3
C 7.354 25.990 -23.705
C 8.274 24.822 -23.517
O 9.464 24.922 -23.437
C 7.617 23.469 -23.547
H 6.786 25.903 -24.632
H 7.919 26.920 -23.767
H 6.671 26.133 -22.868
H 6.804 23.465 -22.820
H 8.386 22.702 -23.454
H 7.084 23.252 -24.472
C -3.688 38.068 -20.904
C -4.917 37.848 -21.714
O -5.088 38.494 -22.754
C -5.918 36.810 -21.322
H -3.418 37.080 -20.530
H -3.939 38.710 -20.060
H -2.855 38.551 -21.415
H -5.955 36.571 -20.259
H -5.607 35.923 -21.874
H -6.898 37.136 -21.669
C -6.631 35.233 -29.658
C -6.500 34.007 -30.560
O -6.596 32.902 -30.037
C -6.262 34.188 -32.049
H -7.120 35.032 -28.705
H -7.502 35.808 -29.972
H -5.705 35.804 -29.592
H -7.036 34.806 -32.504
H -6.424 33.201 -32.483
H -5.262 34.532 -32.311
C 1.137 35.914 -28.319
C 0.856 35.402 -29.716
O 0.074 35.951 -30.478
C 1.481 34.062 -30.066
H 2.188 35.970 -28.036
H 0.599 35.288 -27.607
H 0.582 36.849 -28.244
H 1.262 33.832 -31.109
H 1.042 33.270 -29.459
H 2.556 34.114 -29.896
C 5.008 23.744 -15.819
C 4.349 23.248 -17.118
O 4.178 23.975 -18.078
C 3.787 21.827 -17.103
H 5.698 23.069 -15.314
H 4.178 23.896 -15.129
H 5.491 24.712 -15.953
H 2.786 21.726 -16.682
H 4.479 21.228 -16.510
H 3.791 21.447 -18.124
C -2.202 26.273 -36.440
C -2.486 26.542 -34.980
O -1.603 26.409 -34.090
C -3.930 26.890 -34.563
H -2.022 27.236 -36.916
H -2.968 25.643 -36.893
H -1.216 25.813 -36.497
H -4.331 27.579 -35.306
H -3.919 27.402 -33.601
H -4.481 25.950 -34.519
C 5.029 26.710 -30.665
C 5.421 27.351 -31.998
O 6.246 28.255 -32.083
C 5.126 26.499 -33.205
H 3.981 26.442 -30.536
H 5.330 27.496 -29.972
H 5.557 25.774 -30.479
H 4.784 25.494 -32.956
H 5.948 26.417 -33.916
H 4.396 27.157 -33.676
F -9.422 29.731 -15.211
C -8.239 30.184 -15.744
C -7.487 29.332 -16.505
C -6.386 29.723 -17.135
C -5.994 31.075 -17.020
C -6.725 31.978 -16.223
C -7.830 31.531 -15.524
H -7.830 28.311 -16.579
H -5.708 28.989 -17.545
H -5.045 31.366 -17.444
H -6.358 32.974 -16.026
H -8.482 32.214 -14.999
F -0.360 30.253 -22.807
C -0.491 29.337 -23.819
C 0.386 28.274 -23.837
C 0.268 27.332 -24.855
C -0.655 27.511 -25.843
C -1.500 28.605 -25.900
C -1.387 29.529 -24.888
H 1.052 28.225 -22.988
H 0.993 26.532 -24.900
H -0.769 26.769 -26.619
H -2.210 28.769 -26.698
H -1.953 30.444 -24.986
F 1.255 28.297 -13.470
C 1.923 29.465 -13.459
C 2.059 30.202 -14.641
C 2.841 31.321 -14.690
C 3.464 31.714 -13.499
C 3.327 30.992 -12.296
C 2.539 29.918 -12.291
H 1.681 29.842 -15.587
H 3.036 31.673 -15.692
H 4.238 32.463 -13.579
H 3.996 31.210 -11.477
H 2.500 29.297 -11.408
F -9.506 29.786 -22.531
C -9.365 28.422 -22.718
C -10.073 27.506 -21.950
C -9.870 26.164 -22.129
C -8.943 25.721 -23.053
C -8.324 26.638 -23.917
C -8.572 27.982 -23.741
H -10.771 27.874 -21.213
H -10.382 25.438 -21.515
H -8.684 24.677 -23.147
H -7.661 26.313 -24.705
H -8.014 28.660 -24.370
F 9.128 34.835 -23.513
C 8.172 34.107 -24.152
C 7.050 33.709 -23.387
C 6.026 33.001 -24.019
C 6.138 32.588 -25.379
C 7.320 32.942 -26.067
C 8.326 33.672 -25.454
H 7.038 33.895 -22.323
H 5.125 32.864 -23.439
H 5.429 31.927 -25.857
H 7.607 32.606 -27.053
H 9.263 33.905 -25.937
F 1.974 20.196 -27.720
C 1.314 20.293 -28.892
C -0.065 20.405 -28.863
C -0.770 20.650 -30.006
C -0.138 20.647 -31.260
C 1.221 20.451 -31.303
C 1.970 20.218 -30.107
H -0.419 20.293 -27.849
H -1.839 20.806 -30.004
H -0.759 20.813 -32.128
H 1.661 20.399 -32.288
H 3.039 20.116 -30.226
```

Values from the calculation:
Orbital gap, hartree: 0.3434
ΔE to the lowest compared entry with this formula, charge and spin, eV: 2.343
LUMO level, eV: 0.2
HOMO, Ha: -0.338

Results of the Mulliken charge analysis, in e, for atoms 1 through 99: atom 1 (C): -1.081, atom 2 (C): 0.840, atom 3 (O): -0.533, atom 4 (C): -1.043, atom 5 (H): 0.295, atom 6 (H): 0.304, atom 7 (H): 0.314, atom 8 (H): 0.304, atom 9 (H): 0.291, atom 10 (H): 0.310, atom 11 (C): -0.972, atom 12 (C): 0.734, atom 13 (O): -0.566, atom 14 (C): -0.986, atom 15 (H): 0.312, atom 16 (H): 0.259, atom 17 (H): 0.307, atom 18 (H): 0.327, atom 19 (H): 0.264, atom 20 (H): 0.321, atom 21 (C): -0.998, atom 22 (C): 0.743, atom 23 (O): -0.552, atom 24 (C): -0.991, atom 25 (H): 0.321, atom 26 (H): 0.308, atom 27 (H): 0.278, atom 28 (H): 0.302, atom 29 (H): 0.301, atom 30 (H): 0.288, atom 31 (C): -1.042, atom 32 (C): 0.777, atom 33 (O): -0.555, atom 34 (C): -1.011, atom 35 (H): 0.342, atom 36 (H): 0.287, atom 37 (H): 0.305, atom 38 (H): 0.285, atom 39 (H): 0.279, atom 40 (H): 0.331, atom 41 (C): -1.026, atom 42 (C): 0.741, atom 43 (O): -0.549, atom 44 (C): -0.974, atom 45 (H): 0.337, atom 46 (H): 0.285, atom 47 (H): 0.304, atom 48 (H): 0.273, atom 49 (H): 0.315, atom 50 (H): 0.292, atom 51 (C): -1.002, atom 52 (C): 0.708, atom 53 (O): -0.580, atom 54 (C): -0.929, atom 55 (H): 0.287, atom 56 (H): 0.318, atom 57 (H): 0.322, atom 58 (H): 0.321, atom 59 (H): 0.289, atom 60 (H): 0.265, atom 61 (C): -1.058, atom 62 (C): 0.735, atom 63 (O): -0.560, atom 64 (C): -0.931, atom 65 (H): 0.347, atom 66 (H): 0.303, atom 67 (H): 0.294, atom 68 (H): 0.285, atom 69 (H): 0.322, atom 70 (H): 0.262, atom 71 (F): -0.297, atom 72 (C): 0.353, atom 73 (C): -0.261, atom 74 (C): -0.470, atom 75 (C): -0.325, atom 76 (C): -0.377, atom 77 (C): -0.424, atom 78 (H): 0.358, atom 79 (H): 0.367, atom 80 (H): 0.338, atom 81 (H): 0.355, atom 82 (H): 0.382, atom 83 (F): -0.299, atom 84 (C): 0.173, atom 85 (C): -0.223, atom 86 (C): -0.530, atom 87 (C): -0.215, atom 88 (C): -0.549, atom 89 (C): -0.248, atom 90 (H): 0.408, atom 91 (H): 0.355, atom 92 (H): 0.342, atom 93 (H): 0.401, atom 94 (H): 0.385, atom 95 (F): -0.291, atom 96 (C): 0.247, atom 97 (C): -0.270, atom 98 (C): -0.434, atom 99 (C): -0.288



# 2
Below is a 2-piece molecular cluster, C5H10N overall, with properties calculated with wB97M-V/def2-TZVPD.

```
16
Properties=species:S:1:pos:R:3
C -2.934 -0.305 -0.399
C -3.600 0.364 0.341
C -0.360 0.912 -0.181
C 1.996 0.660 0.007
C 0.523 -1.271 0.117
N 0.647 0.154 -0.046
H -2.552 -0.980 -1.112
H -4.104 1.001 1.009
H -1.378 0.523 -0.171
H -0.219 1.979 -0.299
H 2.260 0.866 1.047
H 2.703 -0.077 -0.372
H 2.094 1.583 -0.562
H -0.519 -1.570 0.212
H 0.967 -1.776 -0.743
H 1.069 -1.591 1.004
```

Values from the calculation:
Orbital gap, hartree: 0.3681
ΔE to the lowest compared entry with this formula, charge and spin, eV: 2.867
LUMO level, eV: -4.6
HOMO, Ha: -0.538
Net charge: +1

Charge distribution, Mulliken scheme, values in e: atom 1 (C): -0.423, atom 2 (C): -0.582, atom 3 (C): 0.841, atom 4 (C): -0.844, atom 5 (C): -0.835, atom 6 (N): 0.148, atom 7 (H): 0.579, atom 8 (H): 0.421, atom 9 (H): -0.623, atom 10 (H): 0.281, atom 11 (H): 0.356, atom 12 (H): 0.337, atom 13 (H): 0.325, atom 14 (H): 0.290, atom 15 (H): 0.360, atom 16 (H): 0.367



# 3
Below is an isolated ion of composition C5H9N2O and charge +1, with properties calculated with wB97M-V/def2-TZVPD.

```
17
Properties=species:S:1:pos:R:3
C 1.475 -0.282 -0.905
C 2.543 -0.851 -0.142
C -0.002 0.020 -0.484
C -2.287 0.578 0.431
C -1.368 -0.420 -0.162
N 0.817 0.979 -0.570
N 3.192 -0.208 0.716
O 0.960 2.177 -0.060
H 1.563 -0.415 -1.908
H 2.748 -1.855 -0.294
H -1.771 1.635 0.487
H -2.641 0.297 1.503
H -3.331 0.589 -0.098
H -1.878 -0.969 -1.111
H -1.156 -1.275 0.492
H 3.872 -0.704 1.344
H 1.546 2.714 -0.523
```

Values from the calculation:
Orbital gap, hartree: 0.3567
ΔE to the lowest compared entry with this formula, charge and spin, eV: 6.520
LUMO level, eV: -4.5
HOMO, Ha: -0.523
Net charge: +1

Charge distribution, Mulliken scheme, values in e: atom 1 (C): -0.056, atom 2 (C): -0.356, atom 3 (C): -0.078, atom 4 (C): -0.960, atom 5 (C): -0.103, atom 6 (N): 0.192, atom 7 (N): -0.475, atom 8 (O): -0.313, atom 9 (H): 0.482, atom 10 (H): 0.488, atom 11 (H): 0.306, atom 12 (H): 0.272, atom 13 (H): 0.277, atom 14 (H): 0.353, atom 15 (H): 0.299, atom 16 (H): 0.295, atom 17 (H): 0.378